Entry 1:
{
  "formula": "CH4N4S",
  "method": "ωB97M-V with the def2-TZVPD basis set",
  "elements": ["C", "N", "N", "N", "N", "S", "H", "H", "H", "H"],
  "coordinates": [[1.30187, 0.27125, -0.24302], [-0.72737, -1.07696, -0.50376], [-1.30094, -0.25617, 0.07500], [2.54698, 0.05181, -0.57210], [-2.40550, -0.22846, 0.71102], [0.49013, 1.35729, 0.58719], [2.69577, -0.60770, -1.29235], [3.28902, 0.82939, -0.61848], [-3.22488, -0.95255, 0.68967], [-2.66508, 0.61210, 1.16683]],
  "atomic_forces_ev_per_a": [[-1.434, 0.401, 0.639], [0.297, -0.747, -0.651], [2.236, -0.106, -0.606], [1.843, 1.965, -0.510], [-4.998, -1.728, 1.459], [0.648, 0.484, 0.088], [0.184, -0.968, -0.556], [-1.610, -1.388, 0.544], [2.535, 1.275, -0.516], [0.298, 0.811, 0.110]],
  "nbo_charge": [-0.002, -0.148, 0.040, -0.780, -0.618, -0.013, 0.389, 0.373, 0.371, 0.387],
  "e_lumo_ev": [0.14, 0.29],
  "orbital_gap_ev": [7.4979, 7.4217]
}


Entry 2:
{
  "formula": "C6H12NO",
  "method": "ωB97M-V with the def2-TZVPD basis set",
  "elements": ["C", "O", "C", "C", "C", "C", "N", "C", "H", "H", "H", "H", "H", "H", "H", "H", "H", "H", "H", "H"],
  "coordinates": [[-1.38390, 2.25316, 1.29712], [-1.35911, 3.36958, 2.09091], [0.00521, 1.57492, 1.11320], [-0.08845, 0.35385, 0.23605], [0.77445, 0.16317, -1.00651], [0.51184, -1.30083, -1.65179], [1.02675, -2.31998, -0.79926], [0.61844, -3.67044, -1.13310], [-1.80599, 2.46079, 0.24267], [-2.03808, 1.43404, 1.67349], [0.66998, 2.38048, 0.75769], [0.41561, 1.19466, 2.09918], [-0.80348, -0.39437, 0.57700], [1.08632, -0.03460, 0.18889], [1.31969, 0.96726, -1.49656], [-0.53899, -1.38786, -2.10414], [1.26649, -1.17957, -2.42713], [1.36350, -4.23477, -1.78226], [0.41979, -4.24118, -0.16668], [-0.29477, -3.92468, -1.82446]],
  "atomic_forces_ev_per_a": [[-0.954, 1.470, 0.658], [0.267, -1.483, -1.026], [0.494, -0.333, 0.288], [1.497, 2.431, -2.544], [-4.771, -2.351, 2.666], [1.819, 1.094, -0.117], [-1.720, 0.064, 0.772], [-0.322, -0.846, -0.624], [0.560, -0.255, 0.579], [-0.216, -0.098, 0.145], [0.063, -0.589, -0.113], [-0.700, 0.666, -0.722], [0.591, -0.377, -0.506], [1.776, -1.223, 0.130], [0.116, -0.045, 0.648], [0.900, 0.135, 0.666], [-0.392, -0.041, -1.731], [-0.032, 0.230, 0.894], [0.466, 0.328, -1.197], [0.557, 1.223, 1.135]],
  "lowdin_charge": [-0.549, -0.371, -0.216, -0.060, 0.000, -0.388, -0.219, -0.320, 0.097, 0.075, 0.111, 0.135, 0.136, 0.145, 0.119, 0.109, 0.057, 0.034, 0.048, 0.055],
  "e_lumo_ev": 2.59,
  "charge": -1,
  "orbital_gap_ev": 5.5180
}


Entry 3:
{
  "formula": "C28H116O44",
  "method": "ωB97M-V with the def2-TZVPD basis set",
  "elements": ["O", "H", "H", "O", "H", "H", "O", "H", "H", "O", "H", "H", "O", "H", "H", "O", "H", "H", "O", "H", "H", "O", "H", "H", "O", "H", "H", "O", "H", "H", "O", "H", "H", "O", "H", "H", "O", "H", "H", "O", "H", "H", "O", "H", "H", "O", "H", "H", "C", "C", "O", "O", "H", "H", "H", "H", "H", "H", "C", "C", "O", "O", "H", "H", "H", "H", "H", "H", "C", "C", "O", "O", "H", "H", "H", "H", "H", "H", "C", "C", "O", "O", "H", "H", "H", "H", "H", "H", "C", "C", "O", "O", "H", "H", "H", "H", "H", "H", "C", "C", "O", "O", "H", "H", "H", "H", "H", "H", "C", "C", "O", "O", "H", "H", "H", "H", "H", "H", "C", "C", "O", "O", "H", "H", "H", "H", "H", "H", "C", "C", "O", "O", "H", "H", "H", "H", "H", "H", "C", "C", "O", "O", "H", "H", "H", "H", "H", "H", "C", "C", "O", "O", "H", "H", "H", "H", "H", "H", "C", "C", "O", "O", "H", "H", "H", "H", "H", "H", "C", "C", "O", "O", "H", "H", "H", "H", "H", "H", "C", "C", "O", "O", "H", "H", "H", "H", "H", "H"],
  "coordinates": [[-2.18695, 6.83610, -0.00872], [-1.83009, 6.19719, 0.63111], [-1.62338, 7.64026, 0.03381], [-2.14299, 0.72435, -4.03489], [-1.28572, 1.06085, -4.03626], [-2.72194, 1.44253, -3.69127], [1.10045, -0.93166, -1.45431], [0.18131, -0.86713, -1.74983], [1.69599, -0.62145, -2.17987], [3.01585, 3.72639, -2.14189], [3.59649, 3.28348, -1.50792], [2.22215, 3.83278, -1.60053], [-3.72797, 2.58314, -2.70902], [-3.74177, 2.11481, -1.84836], [-4.68172, 2.69289, -2.83589], [3.15485, -3.93373, 1.04486], [2.60448, -4.19543, 1.82004], [3.64613, -4.75459, 0.87707], [-0.49207, -5.73620, 2.93589], [-1.11115, -5.39816, 3.59119], [-0.69916, -5.39784, 2.05377], [-4.34503, 4.86927, -0.33182], [-4.55880, 4.72267, -1.24574], [-3.97706, 5.75886, -0.34231], [-4.04026, 1.67735, -0.06765], [-4.01452, 0.83431, 0.38649], [-3.85860, 2.35777, 0.54977], [0.27082, -1.79263, 4.00219], [-0.01289, -1.40124, 3.14199], [0.80147, -1.11241, 4.46751], [-2.60382, -3.47447, 3.91622], [-2.83666, -2.98604, 4.72734], [-1.80762, -3.06276, 3.59369], [1.72787, -4.00139, 3.21376], [1.09085, -4.75408, 3.28786], [1.18573, -3.19666, 3.40597], [3.86800, -1.85457, -0.79364], [3.13469, -1.19975, -0.89069], [3.46739, -2.59259, -0.32298], [4.28612, 2.12268, -0.08580], [4.87951, 1.34633, 0.01370], [3.51892, 1.74497, 0.27781], [2.84034, 0.26266, 2.77059], [3.36511, -0.53583, 2.87425], [2.53279, 0.21621, 1.84031], [-1.27303, 4.36057, 1.32730], [-0.66895, 4.03518, 0.61839], [-2.06952, 3.84884, 1.14861], [-6.45149, -2.34738, -3.68763], [-6.45442, -3.33887, -2.51180], [-5.13093, -3.84981, -2.22227], [-5.84263, -2.93361, -4.79980], [-5.84838, -1.49534, -3.30404], [-7.52618, -2.08272, -3.84092], [-7.02687, -4.29096, -2.84979], [-6.96685, -2.98145, -1.61919], [-4.79581, -4.21807, -3.06425], [-4.94363, -2.55646, -4.83213], [4.04176, -3.16818, -5.89509], [4.25850, -4.11582, -4.74683], [3.92304, -3.58985, -3.48503], [4.83051, -3.55649, -7.01179], [4.32682, -2.12500, -5.66656], [2.96424, -3.03288, -6.16303], [5.34816, -4.36703, -4.80627], [3.68378, -5.01461, -4.92167], [3.26056, -4.12882, -3.04308], [4.28988, -4.07218, -7.54600], [-2.01425, 1.50522, 6.06327], [-1.98131, 0.46871, 4.90787], [-3.28345, 0.58364, 4.20232], [-2.42735, 2.77723, 5.65887], [-1.01421, 1.48291, 6.41824], [-2.62947, 1.15860, 6.90975], [-1.94630, -0.56246, 5.32816], [-1.15057, 0.70303, 4.21285], [-3.96382, 0.75895, 4.86476], [-1.77596, 3.25237, 5.10890], [-2.33091, -2.20167, -2.56040], [-2.30548, -2.36048, -4.08065], [-3.23514, -1.61355, -4.84340], [-1.60281, -1.07026, -2.07281], [-1.86985, -3.05863, -2.13711], [-3.37761, -2.29848, -2.18511], [-2.58105, -3.44136, -4.27571], [-1.24864, -2.21912, -4.40669], [-2.88839, -0.67775, -4.81290], [-1.57092, -0.37446, -2.72124], [0.62879, -4.77566, -1.89672], [-0.23637, -4.92194, -0.65520], [-0.16534, -3.89588, 0.32551], [2.02551, -4.97291, -1.63893], [0.44184, -3.77915, -2.30058], [0.38883, -5.54513, -2.58128], [-0.14977, -5.87542, -0.15959], [-1.24286, -4.96587, -1.11303], [0.69965, -3.91810, 0.69568], [2.26819, -4.55416, -0.81534], [1.08718, 3.54872, 3.68182], [1.66033, 4.93830, 3.92106], [1.38969, 5.56084, 5.13395], [-0.29264, 3.69648, 3.85848], [1.37270, 2.85209, 4.42866], [1.43446, 3.26733, 2.70439], [1.24685, 5.45410, 2.99230], [2.74651, 4.96060, 3.87462], [0.48765, 5.27961, 5.37923], [-0.74321, 4.06623, 3.09406], [-0.41737, 3.29628, -3.21903], [-0.68233, 3.45477, -1.71247], [0.43324, 3.52864, -0.82936], [0.31066, 2.12372, -3.48598], [0.10447, 4.15047, -3.57152], [-1.43747, 3.30218, -3.76391], [-1.30419, 2.66891, -1.29069], [-1.30031, 4.33556, -1.70335], [0.77819, 2.60707, -0.77333], [1.16880, 2.32703, -3.99158], [5.02109, 0.58110, -4.22090], [3.55783, 0.10104, -4.29609], [3.22554, -0.65001, -3.18158], [5.84356, -0.56687, -4.11248], [5.23162, 1.20798, -3.36778], [5.27895, 1.08462, -5.16164], [3.39411, -0.47226, -5.21561], [2.94943, 0.96902, -4.53419], [3.44187, -1.56846, -3.40201], [5.73640, -1.00209, -3.30594], [-4.43094, -3.60024, 1.01117], [-3.78809, -2.24725, 0.91838], [-4.77074, -1.24255, 1.05087], [-5.34365, -3.78602, 2.13380], [-3.72248, -4.44086, 1.01148], [-5.08253, -3.84500, 0.11716], [-3.34278, -2.11901, -0.07373], [-3.00879, -2.26172, 1.66756], [-5.29790, -1.52471, 1.86620], [-4.73283, -3.89458, 2.89824], [2.10713, 5.18425, -6.71980], [2.98495, 4.78369, -5.56111], [2.39508, 3.82418, -4.70821], [2.40247, 4.27872, -7.76759], [2.16197, 6.20047, -7.10455], [1.06793, 5.07399, -6.39717], [3.18508, 5.68089, -4.91655], [3.85557, 4.45701, -6.03329], [2.73876, 3.88726, -3.82791], [1.98037, 3.42695, -7.63041], [6.06314, -1.35736, 2.65864], [6.06106, -0.05940, 1.85853], [5.77129, -0.26701, 0.42182], [4.74545, -1.91734, 2.64080], [6.27406, -1.12566, 3.74302], [6.70218, -2.09179, 2.26247], [6.92170, 0.59198, 1.83757], [5.22961, 0.54496, 2.28672], [5.25330, -1.03704, 0.30607], [4.59041, -2.67746, 2.04002], [2.52040, -2.14638, 6.29861], [3.00950, -0.68287, 6.10220], [1.92422, 0.06555, 5.51172], [3.49239, -2.82004, 7.17378], [2.53041, -2.69293, 5.29102], [1.56569, -2.13029, 6.81819], [3.88773, -0.48512, 5.44512], [3.14353, -0.29156, 7.13235], [2.28094, 0.26204, 4.64996], [3.16439, -3.66583, 7.41848], [-4.99224, 3.09122, 2.45542], [-5.25106, 3.80721, 3.81931], [-4.99296, 2.82981, 4.83829], [-3.60835, 2.73535, 2.46415], [-5.15922, 3.72418, 1.56805], [-5.60765, 2.18570, 2.40029], [-6.23386, 4.25719, 4.01436], [-4.50957, 4.59493, 3.89813], [-4.14664, 2.96618, 5.32298], [-3.45213, 2.29404, 3.32810], [-1.27685, 0.09650, 1.06000], [-0.23093, 1.23233, 1.39302], [0.95906, 1.08460, 0.54959], [-0.86922, -1.20274, 1.31228], [-1.63300, 0.22726, 0.02466], [-2.15468, 0.17807, 1.71947], [0.11436, 1.15092, 2.45640], [-0.59995, 2.20861, 1.13317], [0.76369, 0.34103, -0.06106], [-0.60907, -1.59180, 0.44819]],
  "atomic_forces_ev_per_a": [[0.451, 0.753, 0.013], [0.118, 0.049, -0.096], [-0.606, -0.948, 0.060], [-2.500, -0.607, 0.061], [2.817, 1.237, -0.270], [-0.041, -0.238, -0.012], [0.500, 0.343, 0.130], [-0.216, -0.299, -0.333], [-0.416, -0.217, 0.200], [-0.118, 0.051, 0.480], [0.608, -0.312, -0.113], [-0.377, 0.310, -0.241], [-0.562, -0.193, 0.202], [0.269, 0.063, 0.354], [0.218, 0.049, -0.399], [0.359, -1.076, -0.496], [-0.238, 0.794, 0.588], [0.134, 0.310, -0.177], [0.627, -0.358, -0.012], [-0.389, 0.215, -0.357], [-0.398, 0.273, 0.398], [0.060, 0.040, 0.463], [-0.129, -0.351, -0.641], [0.314, 0.268, 0.245], [-0.200, -0.787, -2.088], [-0.164, -0.322, 0.403], [0.340, 0.798, 1.252], [-0.280, 0.277, -0.797], [0.249, -0.194, 0.514], [-0.167, -0.147, -0.017], [-0.732, -0.275, 0.690], [0.244, -0.271, -0.542], [0.571, 0.511, -0.132], [-0.736, -0.576, -0.002], [0.300, 0.549, -0.004], [0.334, -0.220, 0.088], [-0.632, 0.726, 0.084], [0.853, -0.817, 0.043], [-0.106, -0.063, 0.182], [1.635, 0.069, -0.527], [0.334, 0.288, -0.390], [-2.106, -0.378, 0.823], [-0.502, 0.204, -0.509], [0.483, -0.583, -0.123], [-0.146, 0.242, 0.682], [0.390, -0.051, -0.754], [0.116, 0.569, 0.430], [-0.587, 0.022, 0.434], [-0.198, 0.005, 2.099], [-0.581, -2.805, -1.509], [-0.132, 0.561, -0.256], [0.403, 0.124, -0.231], [-0.556, 0.009, -0.562], [0.895, 0.095, -0.345], [0.390, 1.582, 0.428], [0.524, 0.223, 0.115], [-0.440, 0.281, 0.500], [-0.248, 0.019, -0.368], [-0.720, 1.736, -0.394], [1.048, -0.448, -0.173], [0.056, 0.893, -0.043], [0.920, 1.224, 1.459], [0.388, -0.705, 0.337], [0.499, -0.549, 0.041], [-0.774, 0.053, 0.346], [-0.038, -0.499, -0.135], [-0.156, -0.202, 0.202], [-1.256, -1.512, -1.667], [0.444, -1.332, -0.638], [-2.378, 0.488, 0.495], [1.605, -0.462, 0.056], [-0.231, 0.673, 0.119], [1.169, 0.426, 0.681], [-0.181, 0.254, -0.509], [0.570, 0.692, -0.344], [-0.708, -0.307, 0.231], [-0.025, 0.060, -0.088], [0.248, -0.555, 0.111], [-1.025, 0.543, -0.545], [0.088, -1.669, 0.072], [0.838, 1.027, 0.428], [0.034, -0.909, 1.071], [0.782, -0.880, 0.323], [0.555, 0.785, -0.285], [0.450, 0.987, 0.142], [-0.595, 0.019, -0.121], [-0.692, -0.860, -0.080], [-0.739, 0.659, -0.785], [1.000, 0.679, 1.787], [-1.093, -0.307, -0.989], [-1.188, 0.052, -0.944], [-0.093, -0.124, -0.618], [0.081, 0.061, -0.246], [-0.564, -0.653, -0.850], [0.527, -0.646, 0.017], [0.011, 0.470, 0.713], [1.269, 0.159, 0.645], [0.139, 0.445, 0.441], [0.346, 1.704, 1.015], [0.803, 0.151, -1.833], [-1.365, -0.395, 0.459], [-1.439, -0.753, 0.604], [0.621, -0.869, 0.589], [-0.206, -0.547, -0.624], [0.470, 0.316, 1.147], [0.163, -0.220, -0.482], [0.389, 0.354, -0.013], [0.065, 0.149, -0.779], [-1.303, -0.420, 0.448], [-0.723, -0.498, -0.833], [0.417, -0.103, -0.575], [1.632, -0.492, -1.112], [0.633, 0.849, -0.331], [1.414, -0.115, 0.921], [-0.401, -0.442, -0.463], [0.018, 0.797, 0.744], [-0.151, 0.474, 0.376], [-1.811, -0.016, 0.923], [-0.523, -1.264, -0.296], [1.064, 1.273, -1.685], [-0.778, -0.056, 0.385], [0.937, 0.764, -2.610], [-0.367, 0.594, 0.239], [0.055, -0.040, 0.307], [0.424, -0.229, 0.093], [-0.593, 0.338, 0.990], [0.083, -0.400, 0.456], [-0.487, -0.827, 2.196], [-2.094, -2.102, -1.494], [-0.286, -0.758, -0.338], [-0.746, -0.139, 1.850], [1.739, 0.615, 0.425], [0.334, 0.412, 0.132], [0.733, 0.694, 0.882], [0.083, -0.100, 0.236], [0.225, 0.805, 0.320], [0.803, 0.670, -1.568], [-0.713, 0.100, -0.430], [-1.090, -1.264, 0.413], [-0.924, 2.783, 1.853], [-1.009, -0.784, -1.896], [-0.146, 0.132, -1.111], [0.710, -0.027, 0.115], [-0.192, -0.018, -0.005], [0.170, -0.522, -0.619], [1.807, -0.755, -0.288], [0.754, 0.117, 1.272], [-0.087, 0.108, 0.221], [-0.821, 0.994, 0.833], [-1.670, 0.190, -1.208], [1.597, 1.708, 1.762], [-0.755, -0.113, -0.023], [0.112, -0.308, -1.142], [1.359, -0.741, -0.329], [0.623, -0.366, 0.484], [0.442, -0.228, -0.255], [-1.365, -1.418, -0.436], [0.388, 0.678, 0.347], [2.309, -0.823, -0.888], [-0.854, -0.106, 0.915], [0.056, -0.506, 0.312], [-0.107, 1.902, -0.921], [-0.498, 0.713, 1.418], [-0.295, 0.080, -0.395], [-0.261, -0.796, 0.848], [0.400, -0.034, -0.687], [-0.242, 0.671, -1.007], [-0.536, -1.037, 0.165], [-0.328, 0.734, 0.958], [0.563, -0.667, -0.135], [-0.259, -0.030, 0.364], [0.056, 0.267, 0.067], [-0.065, -0.143, 0.509], [-0.032, 0.107, -0.050], [0.066, -0.369, -0.481], [0.133, 0.355, -0.044], [-0.461, 0.330, -0.675], [0.024, -0.258, -0.599], [-0.909, 2.178, 0.669], [0.629, -1.942, -0.187], [-0.627, -0.553, 0.046], [1.575, -1.176, -1.059], [0.194, -0.119, 0.230], [0.093, 0.835, -0.174], [-0.399, 0.292, -0.835], [-0.572, 0.079, 0.546], [0.686, 0.192, -0.012], [-0.004, -0.209, 0.920]],
  "lowdin_charge": [-0.077, 0.007, 0.064, -0.022, -0.003, 0.044, -0.063, 0.008, 0.040, -0.038, 0.023, 0.026, -0.060, 0.020, 0.072, -0.072, 0.012, 0.088, -0.039, 0.041, 0.027, -0.035, 0.023, 0.016, -0.021, 0.028, -0.022, -0.069, 0.041, 0.024, -0.032, 0.066, 0.007, -0.080, 0.039, 0.021, -0.041, 0.043, 0.002, -0.029, 0.028, -0.012, -0.048, 0.009, 0.044, -0.055, 0.034, 0.037, -0.267, -0.220, -0.123, -0.065, 0.124, 0.128, 0.139, 0.114, 0.086, 0.050, -0.253, -0.235, -0.064, -0.029, 0.094, 0.134, 0.139, 0.120, 0.053, 0.047, -0.222, -0.147, -0.109, -0.070, 0.105, 0.136, 0.114, 0.103, 0.076, 0.086, -0.204, -0.231, -0.090, -0.091, 0.081, 0.107, 0.136, 0.133, 0.074, 0.032, -0.193, -0.222, -0.044, -0.064, 0.116, 0.116, 0.119, 0.123, 0.041, 0.033, -0.233, -0.269, -0.042, -0.091, 0.110, 0.114, 0.134, 0.122, 0.091, 0.051, -0.225, -0.203, -0.095, -0.092, 0.102, 0.136, 0.112, 0.118, 0.084, 0.100, -0.192, -0.237, -0.074, -0.043, 0.115, 0.128, 0.108, 0.100, 0.067, 0.048, -0.223, -0.257, -0.067, -0.085, 0.118, 0.114, 0.106, 0.084, 0.126, 0.072, -0.236, -0.228, -0.092, -0.068, 0.121, 0.116, 0.142, 0.098, 0.004, 0.087, -0.196, -0.171, -0.092, -0.104, 0.141, 0.106, 0.121, 0.102, 0.004, 0.075, -0.191, -0.187, -0.113, -0.081, 0.120, 0.118, 0.130, 0.127, 0.014, 0.055, -0.201, -0.189, -0.111, -0.123, 0.101, 0.124, 0.118, 0.114, 0.053, 0.055, -0.229, -0.133, -0.117, -0.078, 0.112, 0.114, 0.109, 0.074, 0.047, 0.081],
  "e_lumo_ev": -0.03,
  "orbital_gap_ev": 9.8728
}